The following is a quantum chemistry calculation of 2 unconnected molecules or ions with the total composition C10H16O at a distorted geometry, from OMol25.

The HOMO energy is -8.4 eV. As for the molar mass: 152.237 g/mol. Its gap between HOMO and LUMO is 0.3399 Ha. The calculation puts the energy above the lowest of the compared OMol25 structures with the same formula, charge and spin at 21.6 kcal/mol. For the electronic energy, the calculation gives -12676.789 eV.

Last column: Mulliken charge in e.
Geometry (Å):
O  -2.8077  1.4774  -2.0902  -0.55
C  -0.4394  -1.3718  2.6508  -1.34
C  -0.3734  -3.4296  1.0867  -1.14
C  2.5957  1.4360  -0.4680  -1.30
C  -0.1025  -1.9321  1.2650  0.32
C  -1.1255  2.1067  -0.4928  -0.76
C  1.2044  1.6177  -1.0050  0.29
C  -0.5361  1.1673  -2.6437  -0.70
C  0.8056  1.2082  -2.2575  -0.27
C  -1.4852  1.5726  -1.7248  1.08
C  0.2037  2.0695  -0.1331  -0.40
H  -0.6911  -1.3103  0.5963  0.06
H  0.5328  2.3374  0.8621  0.35
H  -1.9089  2.4680  0.1588  0.28
H  1.5548  0.8623  -2.9733  0.32
H  -3.3560  1.5599  -1.3057  0.28
H  3.3466  1.4661  -1.2591  0.38
H  0.9297  -1.7155  0.9948  0.13
H  -1.0024  -3.8199  1.8937  0.32
H  -1.5231  -1.3166  2.7271  0.32
H  2.8835  2.2291  0.2155  0.38
H  -0.8768  0.8954  -3.6323  0.41
H  0.5648  -3.9587  1.0169  0.29
H  2.6531  0.5037  0.0826  0.21
H  -0.1676  -2.0594  3.4497  0.40
H  0.0211  -0.4048  2.8374  0.32
H  -0.9002  -3.6585  0.1478  0.31

The following is a quantum chemistry calculation of a molecular structure, C39H47IrN5S2, from OMol25.

The HOMO energy is -9.9 eV. As for the net charge: +1. As for the molar mass: 842.191 g/mol. Its gap between HOMO and LUMO is 0.2162 Ha. The calculation puts the energy above the lowest of the compared OMol25 structures with the same formula, charge and spin at 6.0 kcal/mol. For the electronic energy, the calculation gives -73161.941 eV.

Last column: Mulliken charge in e.
Geometry (Å):
Ir  -0.8239  0.0781  -0.3283  1.12
S  -0.9857  0.1862  1.9519  -0.64
S  -1.5866  2.6937  3.5233  0.01
N  -1.3511  2.7137  0.9823  -1.76
N  1.1242  0.1580  -0.8479  1.19
N  -0.7538  -1.9737  -0.2653  1.17
N  -1.2338  2.0558  -0.2118  1.15
N  -1.1602  0.5955  -2.3922  0.74
C  -1.2773  1.9126  2.0076  0.17
C  -3.0087  -2.6258  0.5145  0.73
C  -1.9616  -3.6750  2.8446  -1.07
C  0.4983  -2.3532  3.7602  -1.40
C  -1.0699  -3.1260  1.9194  1.25
C  2.1071  -3.0420  -2.3322  -1.26
C  -2.1894  1.5221  -4.7924  -0.68
C  -1.6111  -2.6080  0.7135  -1.18
C  -1.5939  1.8753  -2.5068  0.86
C  -3.3272  -3.6592  2.6732  -1.50
C  -1.6927  0.2357  -4.6861  -1.40
C  2.2510  1.9161  -2.2059  0.81
C  2.0884  1.2037  -3.5388  1.46
C  3.4393  0.6528  -4.0153  -1.66
C  -1.2855  1.3909  4.7312  -0.64
C  2.9333  3.2486  0.1564  -0.67
C  -3.7440  -2.1278  -0.7206  0.26
C  1.8533  1.4118  -0.9531  -1.35
C  3.4693  0.4933  1.7542  -1.57
C  -0.2191  -4.1117  -1.2554  -0.85
C  -2.1160  2.3631  -3.6920  -0.80
C  1.2369  -2.1972  -1.5963  0.74
C  -3.8397  -3.1200  1.5128  -0.97
C  1.5936  -2.8535  1.6177  -1.61
C  2.9375  3.1285  -2.2270  -0.55
C  1.8173  -4.3566  -2.5513  -1.02
C  0.6312  -4.8819  -1.9988  -0.80
C  2.1893  1.3190  1.5647  3.10
C  0.0448  -2.7333  -1.0267  1.12
C  0.3742  -3.1803  2.4657  0.72
C  3.2477  3.8109  -1.0668  -1.61
C  -1.1764  -0.1852  -3.4701  -0.27
C  1.7174  -0.8875  -1.3460  -0.69
C  2.2667  2.0331  0.2352  0.51
C  -3.1967  -2.6171  -2.0555  -1.33
C  1.9727  2.2485  2.7556  -2.01
C  -1.5543  2.6756  -1.2875  -0.59
C  -3.9617  -0.6159  -0.6526  -0.92
C  1.5118  2.1176  -4.6213  -1.72
H  -4.9110  -3.1129  1.3503  0.45
H  1.6803  1.6658  3.6311  0.24
H  0.3864  -5.9243  -2.1611  0.45
H  -0.3132  0.9288  4.5774  0.12
H  0.4919  -4.2283  2.7614  0.63
H  3.0275  -2.6171  -2.7172  0.50
H  2.7452  -0.7087  -1.6523  0.66
H  3.7813  4.7509  -1.1148  0.41
H  1.4176  0.3553  -3.4145  -0.40
H  1.5910  -1.8123  1.2856  0.02
H  3.9517  0.0792  -3.2412  0.33
H  -3.8489  -2.2890  -2.8680  0.53
H  0.6375  2.6587  -4.2699  0.34
H  3.4408  -0.0372  2.7079  0.40
H  3.2528  3.5360  -3.1786  0.39
H  0.6980  -1.3042  3.5274  0.05
H  -2.0709  0.6395  4.7103  0.29
H  -4.5471  -0.3433  0.2254  0.41
H  4.3499  1.1389  1.7488  0.38
H  -2.4675  3.3846  -3.7392  0.57
H  -4.7403  -2.5708  -0.6476  0.70
H  -1.6989  -0.4455  -5.5249  0.57
H  -2.6077  1.8777  -5.7243  0.45
H  4.1038  1.4692  -4.3027  0.42
H  2.8891  2.7789  3.0213  0.55
H  2.4856  -4.9871  -3.1194  0.44
H  -1.8549  3.7160  -1.2602  0.50
H  1.2360  1.5371  -5.5030  0.41
H  -3.9819  -4.0696  3.4303  0.43
H  -3.0084  -0.0637  -0.5677  -0.02
H  -0.7693  -1.1796  -3.3483  0.48
H  -3.1629  -3.7071  -2.0761  0.34
H  1.1945  2.9871  2.5635  0.44
H  -4.4657  -0.2385  -1.5452  0.52
H  -2.1934  -2.2597  -2.2454  0.01
H  -1.1102  -4.5455  -0.8225  0.54
H  2.2478  2.8551  -4.9429  0.48
H  3.5896  -0.2481  0.9608  0.24
H  3.3040  0.0080  -4.8853  0.44
H  1.7079  -3.5064  0.7604  0.31
H  -1.2892  1.8959  5.6954  0.42
H  1.3683  0.6087  1.5254  -1.54
H  1.3395  -2.7247  4.3472  0.52
H  -1.5560  -4.1153  3.7475  0.57
H  3.2454  3.7394  1.0683  0.39
H  -0.3938  -2.3961  4.3825  0.43
H  2.4789  -2.9916  2.2424  0.63

The following is a quantum chemistry calculation of 3 unconnected molecules or ions with the total composition C22H51F3N4O5PS at a distorted geometry, from OMol25.

The HOMO energy is -10.2 eV. As for the net charge: +1. As for the molar mass: 571.708 g/mol. Its gap between HOMO and LUMO is 0.2583 Ha. For the electronic energy, the calculation gives -68106.412 eV.

Last column: Mulliken charge in e.
Geometry (Å):
S  1.6972  -2.9948  -3.0134  -0.22
P  0.3597  -1.6784  -2.6386  0.40
F  3.2257  1.0197  -5.6005  -0.29
F  3.5879  -0.8763  -4.7665  -0.27
F  2.4898  0.5500  -3.6483  -0.24
O  1.2076  -7.3337  -3.2909  -0.56
O  3.6365  2.8727  2.6484  -0.39
O  -3.2074  3.3243  6.7681  -0.34
O  1.6486  -0.1335  -0.0772  -0.30
O  -0.3072  4.0803  3.3270  -0.35
N  1.8056  0.5541  2.9805  -0.01
N  -3.0646  5.1445  4.4013  -0.30
N  -0.0205  -5.7103  -4.3260  0.59
N  -0.6209  -1.1437  -4.0815  -0.19
C  -0.3686  3.3208  4.5265  -0.29
C  -2.0310  -4.5690  -5.2127  -1.12
C  -1.5253  4.1600  2.6059  -0.51
C  -3.9455  3.9928  4.5604  -0.15
C  3.2208  0.5978  3.3415  -0.28
C  1.4226  -0.4655  -5.5133  -0.70
C  3.6283  1.9933  3.7638  -0.66
C  -4.3224  3.7827  6.0129  -0.82
C  0.7676  -5.9494  -5.5352  -1.18
C  -2.0046  -3.3043  -4.3177  -0.06
C  -1.1146  -2.2436  -4.9842  -1.11
C  -2.4660  5.2674  3.0756  -0.90
C  2.4303  1.0565  -0.1698  -0.45
C  2.5997  3.8484  2.6735  -0.49
C  0.1199  -0.0522  -4.8249  -0.92
C  1.3910  -0.6818  2.3269  -0.91
C  2.6903  0.0815  -4.8674  0.78
C  0.4381  -6.4370  -3.2213  0.51
C  -2.7124  4.2675  7.7023  -0.72
C  2.0185  -1.0196  0.9777  -0.45
C  -1.4544  -5.8031  -4.5314  -1.20
C  -0.1084  -6.0300  -1.8636  -1.02
H  3.3997  -0.0986  4.1654  0.40
H  -0.6084  3.9561  5.3821  0.17
H  2.8035  4.5615  1.8752  0.31
H  1.6400  -2.0031  0.6814  0.37
H  -1.4595  -0.6956  -3.7012  0.45
H  -4.8545  4.1586  3.9748  0.40
H  3.4583  0.8948  0.1548  0.32
H  1.6250  3.4025  2.4930  0.07
H  -2.0019  -5.9460  -3.6103  0.57
H  -1.6927  -3.5716  -3.3176  0.15
H  2.9874  2.3663  4.5672  0.23
H  -2.2162  5.1077  7.2048  0.30
H  -1.7347  -1.7419  -5.7165  0.36
H  1.6023  1.3280  2.3605  -0.17
H  -3.2705  5.3793  2.3414  0.43
H  -0.6051  -2.2190  -1.7645  0.13
H  4.6511  1.9540  4.1489  0.43
H  -3.4752  3.0652  4.2073  0.14
H  -4.7554  4.6888  6.4449  0.40
H  -1.9019  6.2033  3.0691  0.40
H  0.8265  -0.5024  -2.0124  0.09
H  1.9802  1.8660  0.4065  0.12
H  1.5311  -5.1904  -5.6398  0.24
H  2.5855  4.3866  3.6245  0.37
H  -5.0821  2.9972  6.0602  0.39
H  0.6200  2.8965  4.7022  0.02
H  -2.0135  3.1788  2.5677  0.39
H  0.3083  -0.6168  2.1838  0.37
H  -1.0041  -5.4284  -1.9384  0.27
H  -3.0155  -2.9275  -4.3349  0.49
H  -0.3097  -2.7021  -5.5344  0.39
H  3.8680  0.3085  2.5033  0.19
H  1.5682  -1.5159  3.0121  0.44
H  1.5490  -1.5314  -5.6142  0.31
H  -1.9800  3.7584  8.3266  0.24
H  0.1169  -5.8227  -6.3916  0.45
H  -0.5541  0.2711  -5.6048  0.42
H  -3.0419  -4.8006  -5.5108  0.50
H  -1.0867  2.5016  4.4575  0.29
H  1.1686  -6.9521  -5.5993  0.36
H  -0.3694  -6.9519  -1.3595  0.34
H  0.2445  0.8055  -4.1857  0.67
H  -3.5126  4.6471  8.3430  0.34
H  -2.3194  5.0839  5.0826  0.07
H  3.1068  -1.1170  1.0279  0.35
H  -1.2395  4.3989  1.5763  0.38
H  2.4430  1.3680  -1.2158  0.25
H  -1.4765  -4.4089  -6.1331  0.48
H  0.6629  -5.5460  -1.2831  0.26
H  -1.6754  -6.6631  -5.1679  0.34
H  1.3979  -0.0690  -6.5171  0.48